<w>
Below is a structure of composition C6H12, with properties calculated with the ωB97M-V functional and the def2-TZVPD basis.

Each line ends with the natural charge from an NBO analysis.
Atoms and positions in Å:
C1 -1.608 -0.631 0.808  -0.649
C2 -0.508 -0.909 -0.202  -0.112
C3 1.113 -0.340 0.816  -0.503
C4 0.942 1.129 0.413  -0.453
C5 0.863 0.787 -1.068  -0.389
C6 -0.417 0.038 -1.383  -0.470
H1 -1.625 0.427 1.097  0.208
H2 -1.429 -1.236 1.701  0.213
H3 -2.618 -0.877 0.451  0.223
H4 -0.472 -1.970 -0.473  0.205
H5 2.231 -0.484 0.882  0.234
H6 0.730 -0.787 1.710  0.197
H7 0.089 1.606 0.902  0.196
H8 1.826 1.756 0.600  0.212
H9 1.090 1.625 -1.771  0.208
H10 1.417 -0.374 -0.700  0.268
H11 -1.299 0.690 -1.419  0.202
H12 -0.328 -0.451 -2.365  0.210

Results
charge: 0
LUMO level: 1.2 eV
frontier orbital gap: 0.3629 Eh

<x>
Below is the molecule C6H12, with properties calculated with the ωB97M-V functional and the def2-TZVPD basis.

Each line ends with the natural charge from an NBO analysis.
Atoms and positions in Å:
C1 0.800 -0.828 2.486  -0.787
C2 0.282 0.015 1.388  0.191
C3 0.865 0.702 -1.820  -0.612
C4 -0.609 -0.724 0.465  -0.603
C5 -1.314 0.117 -0.611  -0.388
C6 -0.433 1.219 -1.203  -0.402
H1 1.039 -0.238 3.375  0.241
H2 0.249 -1.742 2.758  0.186
H3 1.783 -1.137 2.087  0.271
H4 1.413 1.508 -2.319  0.212
H5 0.675 -0.087 -2.559  0.195
H6 1.527 0.290 -1.049  0.204
H7 0.115 -1.411 -0.019  0.256
H8 -1.315 -1.404 0.975  0.218
H9 -2.211 0.573 -0.173  0.204
H10 -1.669 -0.547 -1.411  0.196
H11 -0.186 1.930 -0.408  0.222
H12 -1.009 1.764 -1.962  0.198

Results
charge: 0
LUMO level: 0.2 eV
frontier orbital gap: 0.3075 Eh

<y>
Below is the molecule C6H12, with properties calculated with the ωB97M-V functional and the def2-TZVPD basis.

Each line ends with the natural charge from an NBO analysis.
Atoms and positions in Å:
C1 -2.157 -0.479 0.506  -0.625
C2 -1.022 0.870 0.402  -0.441
C3 0.077 0.678 -0.624  -0.245
C4 1.473 1.286 -0.553  -0.413
C5 1.283 -0.190 -0.386  -0.222
C6 1.506 -0.842 0.956  -0.610
H1 -2.337 -0.690 -0.526  0.205
H2 -1.794 -1.406 1.019  0.203
H3 -3.085 -0.204 1.046  0.210
H4 -1.078 0.424 1.369  0.256
H5 -1.621 1.755 0.168  0.212
H6 -0.310 0.641 -1.648  0.206
H7 1.726 1.869 0.328  0.212
H8 1.935 1.647 -1.474  0.215
H9 1.572 -0.802 -1.238  0.209
H10 2.569 -1.051 1.117  0.212
H11 0.961 -1.791 1.025  0.206
H12 1.163 -0.192 1.769  0.211

Results
charge: 0
LUMO level: 1.2 eV
frontier orbital gap: 0.3761 Eh

<z>
Below is a cluster of 2 separate species, C6H12 in total, with properties calculated with the ωB97M-V functional and the def2-TZVPD basis.

Each line ends with the natural charge from an NBO analysis.
Atoms and positions in Å:
C1 1.275 1.714 0.062  -0.626
C2 -0.158 1.482 0.399  -0.441
C3 -0.486 -0.004 0.472  -0.100
C4 -0.548 -0.668 -0.774  -0.062
C5 -0.527 -2.173 -0.845  -0.681
C6 -0.586 -0.616 1.711  -0.339
H1 1.487 0.613 -0.526  0.234
H2 1.933 1.705 0.969  0.204
H3 1.075 0.853 -1.951  -0.164
H4 1.464 2.555 -0.581  0.215
H5 -0.716 1.823 -0.437  0.209
H6 -0.645 -0.094 -1.715  0.249
H7 -1.524 -2.523 -0.588  0.234
H8 -0.335 -2.485 -1.859  0.233
H9 0.164 -2.600 -0.124  0.217
H10 -0.583 -1.674 1.881  0.197
H11 -0.441 2.051 1.305  0.214
H12 -0.848 0.042 2.601  0.206

Results
charge: 0
LUMO level: -1.5 eV
frontier orbital gap: 0.1934 Eh

Quick one: least stable of them? <z>

<w>
Below is a cluster of 2 separate species, C6H12 in total, with properties calculated with the ωB97M-V functional and the def2-TZVPD basis.

Each line ends with the natural charge from an NBO analysis.
Atoms and positions in Å:
C1 1.498 -0.358 -0.720  -0.595
C2 0.020 0.017 -0.560  -0.074
C3 -0.793 -0.319 -1.796  -0.609
C4 -0.515 -0.462 0.770  -0.188
C5 -0.247 0.695 1.391  -0.188
C6 -0.044 1.442 0.094  -0.422
H1 1.956 0.238 -1.518  0.205
H2 2.035 -0.150 0.213  0.213
H3 1.638 -1.418 -0.957  0.205
H4 -0.471 0.263 -2.665  0.210
H5 -1.861 -0.144 -1.629  0.210
H6 -0.665 -1.383 -2.038  0.209
H7 -1.009 -1.393 1.035  0.209
H8 -0.762 -1.222 3.027  0.000
H9 -0.126 1.002 2.426  0.208
H10 -1.098 -0.597 3.247  -0.001
H11 0.803 2.124 -0.033  0.197
H12 -0.973 1.952 -0.186  0.211

Results
charge: 0
LUMO level: 1.0 eV
frontier orbital gap: 0.3733 Eh

<x>
Below is the molecule C6H12, with properties calculated with the ωB97M-V functional and the def2-TZVPD basis.

Each line ends with the natural charge from an NBO analysis.
Atoms and positions in Å:
C1 1.891 0.745 -0.501  -0.616
C2 1.367 -0.642 -0.138  -0.386
C3 0.235 -0.594 0.907  -0.437
C4 -1.002 0.051 0.325  0.036
C5 -1.253 1.351 0.479  -0.426
C6 -1.907 -0.838 -0.501  -0.655
H1 2.379 1.218 0.362  0.199
H2 2.193 -1.253 0.245  0.203
H3 2.615 0.698 -1.321  0.209
H4 1.004 -1.151 -1.043  0.195
H5 0.582 -0.036 1.787  0.208
H6 0.008 -1.616 1.240  0.209
H7 -2.094 1.834 -0.017  0.195
H8 1.071 1.399 -0.814  0.215
H9 -0.626 1.982 1.108  0.196
H10 -1.400 -1.757 -0.816  0.210
H11 -2.271 -0.327 -1.398  0.220
H12 -2.785 -1.136 0.089  0.224

Results
charge: 0
LUMO level: 1.1 eV
frontier orbital gap: 0.3795 Eh

Quick one: least stable of them? <w>

<w>
Below is the molecule C6H12, with properties calculated with the ωB97M-V functional and the def2-TZVPD basis.

Each line ends with the natural charge from an NBO analysis.
Atoms and positions in Å:
C1 1.773 1.016 0.239  -0.608
C2 1.435 -0.480 0.222  -0.404
C3 0.088 -0.949 -0.331  -0.224
C4 -0.970 -1.478 0.603  -0.416
C5 -1.262 -0.267 -0.231  -0.219
C6 -1.556 1.074 0.404  -0.609
H1 2.215 1.341 -0.706  0.203
H2 0.912 1.657 0.439  0.207
H3 2.507 1.208 1.027  0.207
H4 1.554 -0.882 1.234  0.198
H5 2.209 -0.981 -0.371  0.209
H6 0.185 -1.521 -1.253  0.209
H7 -0.791 -1.292 1.662  0.203
H8 -1.463 -2.425 0.401  0.211
H9 -1.892 -0.459 -1.099  0.208
H10 -2.621 1.136 0.659  0.212
H11 -1.334 1.899 -0.283  0.208
H12 -0.986 1.237 1.324  0.205

Results
charge: 0
LUMO level: 1.2 eV
frontier orbital gap: 0.4084 Eh

<x>
Below is the molecule C6H12, with properties calculated with the ωB97M-V functional and the def2-TZVPD basis.

Each line ends with the natural charge from an NBO analysis.
Atoms and positions in Å:
C1 0.104 -1.070 1.941  -0.603
C2 0.996 -0.510 0.838  -0.404
C3 0.660 0.918 0.379  -0.414
C4 0.139 0.773 -1.047  -0.232
C5 -1.209 1.041 -1.592  -0.412
C6 -0.632 -0.435 -1.437  -0.433
H1 -0.917 -1.186 1.552  0.195
H2 0.034 -0.445 2.840  0.202
H3 0.454 -2.063 2.237  0.209
H4 2.064 -0.655 1.026  0.202
H5 0.763 -1.120 -0.061  0.212
H6 1.542 1.570 0.341  0.215
H7 -0.077 1.418 1.025  0.205
H8 0.897 0.985 -1.799  0.208
H9 -2.061 1.130 -0.925  0.207
H10 -1.283 1.730 -2.445  0.217
H11 -0.276 -1.120 -2.209  0.219
H12 -1.198 -0.961 -0.663  0.208

Results
charge: 0
LUMO level: 1.3 eV
frontier orbital gap: 0.4139 Eh

<y>
Below is the molecule C6H12, with properties calculated with the ωB97M-V functional and the def2-TZVPD basis.

Each line ends with the natural charge from an NBO analysis.
Atoms and positions in Å:
C1 -2.271 -0.388 -0.194  -0.606
C2 -1.156 0.265 0.610  -0.390
C3 0.054 0.501 -0.268  -0.205
C4 1.318 1.031 0.451  -0.406
C5 2.046 -0.273 0.042  -0.400
C6 0.783 -0.812 -0.671  -0.412
H1 -2.557 0.262 -1.030  0.201
H2 -1.933 -1.341 -0.621  0.203
H3 -3.155 -0.580 0.418  0.209
H4 -1.494 1.209 1.057  0.201
H5 -0.852 -0.386 1.444  0.192
H6 -0.197 1.106 -1.147  0.198
H7 1.741 1.957 0.042  0.204
H8 1.207 1.193 1.533  0.199
H9 2.352 -0.878 0.898  0.203
H10 2.887 -0.103 -0.633  0.204
H11 0.361 -1.732 -0.238  0.198
H12 0.867 -0.995 -1.749  0.205

Results
charge: 0
LUMO level: 1.3 eV
frontier orbital gap: 0.4195 Eh

Quick one: least stable of them? <x>